Entry 1:
Computed, not measured: a structure of composition C15H13NO2S, with ωB97M-V with the def2-TZVPD basis set.

## Properties
* lowest unoccupied orbital energy: 0.2 eV
* highest occupied orbital energy: -8.1420 eV
* frontier orbital gap: 0.305 hartree

```
! wB97M-V def2-TZVPD RIJCOSX def2/J DEFGRID3
* xyz 0 1
C 1.1184 4.0356 0.6802
H 2.0443 4.4224 0.6257
O 1.0461 2.7219 1.2888
C 1.7911 1.8410 0.8149
C 2.7601 1.5067 1.4892
C 3.6798 0.4234 1.2302
C 3.4419 -0.1017 0.1067
C 2.4388 0.2649 -0.9742
C 1.6358 1.2924 -0.4816
O 0.4836 1.6704 -1.2184
C -0.5660 1.5020 -0.6443
C -1.1386 0.2383 -0.6956
N -2.3078 -0.0677 0.1408
C -2.4426 -1.5953 0.0344
C -3.4259 -2.2043 0.6179
C -3.6077 -3.5244 0.5328
C -3.0768 -4.0847 -0.5846
C -2.0180 -3.4029 -1.2928
C -1.7864 -2.2556 -1.1426
S -0.6465 -1.0123 -1.6570
H -1.4357 -3.8487 -2.2809
H -2.9749 -5.2127 -0.7492
H -4.2716 -4.2400 0.9832
H -3.8738 -1.8082 1.7195
H -1.2642 2.1472 -1.5573
H -0.8258 1.9510 0.3461
H 2.0598 -0.0691 -1.7966
H 4.1853 -1.1381 -0.5249
H 4.5465 0.0317 1.8964
H 3.0299 1.8166 2.6445
H 0.5154 4.6966 1.0056
H 0.8854 4.0036 -0.5568
*
```



Entry 2:
Computed, not measured: a structure of composition C25H28BrF5N9OSY, with ωB97M-V with the def2-TZVPD basis set.

## Properties
* lowest unoccupied orbital energy: -5.4 eV
* highest occupied orbital energy: -13.1444 eV
* frontier orbital gap: 0.283 hartree

```
! wB97M-V def2-TZVPD RIJCOSX def2/J DEFGRID3
* xyz 2 1
Y -0.0478 -0.2998 -0.2000
C 2.5046 -0.7082 2.1237
C 1.1843 -0.7526 2.8670
N 0.2195 0.2261 2.3090
C 0.5484 1.6205 2.6383
C 1.4262 2.2804 1.6025
C 2.2520 3.3428 1.9371
C 3.0289 3.9208 0.9464
C 2.9791 3.4044 -0.3395
C 2.1355 2.3370 -0.5945
C 2.0377 1.7102 -1.9635
N 1.7420 0.2729 -1.8897
C 2.9306 -0.5814 -1.6320
C 3.3672 -0.5602 -0.1800
N 2.2668 -0.9758 0.7023
N 1.3547 1.7992 0.3557
H 3.2049 -1.4184 2.5721
H 2.9657 0.2784 2.2092
H 1.3375 -0.5811 3.9368
H 0.7288 -1.7418 2.7648
H -0.6809 0.0103 2.7232
H 1.0180 1.7013 3.6240
H -0.3922 2.1756 2.7189
H 2.2940 3.6960 2.9586
H 3.6839 4.7494 1.1798
H 3.5995 3.8067 -1.1286
H 2.9540 1.9054 -2.5293
H 1.2258 2.1878 -2.5217
H 1.3563 -0.0136 -2.7854
H 3.7635 -0.2762 -2.2731
H 2.6590 -1.5969 -1.9305
H 3.6764 0.4430 0.1186
H 4.2481 -1.1995 -0.0657
H 2.1015 -1.9721 0.5655
C -3.3104 4.7551 -0.0484
C -3.5027 3.4701 -0.7585
N -4.5202 3.1476 -1.4851
N -4.2506 1.8845 -1.9333
C -3.0854 1.4049 -1.5103
S -2.3473 -0.0682 -1.8753
N -2.6004 2.4175 -0.7339
N -1.3703 2.3173 -0.0875
H -4.1555 5.3988 -0.2793
H -2.3976 5.2536 -0.3781
H -3.2671 4.6170 1.0330
H -4.9052 1.4133 -2.5395
H -0.7041 2.9499 -0.5249
H -1.4843 2.6093 0.8796
Br -5.4181 0.1315 2.7413
C -4.0683 -1.0550 2.2205
C -4.1660 -2.4203 2.4662
C -3.1336 -3.2383 2.0482
C -2.0420 -2.6811 1.3964
N -1.9511 -1.3696 1.1598
C -2.9496 -0.5783 1.5686
H -5.0345 -2.8238 2.9685
H -3.1696 -4.3052 2.2167
H -1.2227 -3.2860 1.0312
H -2.8602 0.4811 1.3504
F 1.1709 -5.8790 -4.6841
C 0.9306 -5.0322 -3.6940
C 0.5356 -3.7311 -3.9679
F 0.3936 -3.3203 -5.2224
C 0.2985 -2.8614 -2.9204
F -0.0827 -1.5839 -3.1833
C 0.4345 -3.2367 -1.5885
O 0.2118 -2.3653 -0.6003
C 0.8338 -4.5447 -1.3393
F 0.9852 -4.9516 -0.0720
C 1.0768 -5.4354 -2.3746
F 1.4554 -6.6743 -2.0993
*
```



Entry 3:
Computed, not measured: a structure of composition C19H35BrN2O4P2S2, with ωB97M-V with the def2-TZVPD basis set.

## Properties
* lowest unoccupied orbital energy: -1.5 eV
* highest occupied orbital energy: -7.0637 eV
* frontier orbital gap: 0.204 hartree

```
! wB97M-V def2-TZVPD RIJCOSX def2/J DEFGRID3
* xyz 0 1
C -1.8344 -0.2014 0.9450
C -2.7520 1.0424 0.6092
Br -3.3931 0.8308 -1.2526
C -2.1030 2.4534 0.9192
C -0.8865 2.7063 -0.0460
C -1.0575 3.3173 -1.3739
C 0.1330 3.5269 -2.3084
P -0.1576 4.3101 -3.9782
C -0.9213 3.1188 -5.2116
C -1.1065 5.9214 -3.8396
C 1.4895 3.1093 -1.8596
P 3.0519 3.2592 -2.8991
S 3.2476 4.9247 -3.8798
C 1.6656 2.5202 -0.4849
N 2.8090 2.0586 0.1432
S 2.3977 1.5002 1.6568
N 0.7309 1.7435 1.6813
C 0.4804 2.3096 0.4468
H -1.8713 -0.4219 2.0468
H -2.2492 -1.0758 0.3558
H -0.7665 -0.0847 0.6207
H -3.6643 0.9544 1.2752
H -1.8487 2.6146 2.0037
H -2.8756 3.2447 0.6649
H -2.0920 3.6250 -1.6929
H -1.4149 2.2120 -4.7663
H -0.1079 2.7517 -5.9078
H -1.6795 3.6327 -5.8787
H -0.9122 6.5188 -4.7798
H -0.6408 6.5109 -2.9898
H -2.2120 5.8201 -3.6549
H 4.1339 3.2064 -1.9534
H 3.1356 2.0790 -3.6915
C 3.8075 -0.3342 -1.6246
O 3.5836 -0.8822 -2.9158
C 4.4982 -1.9278 -3.2301
C 3.8399 -3.2916 -3.1048
O 3.5495 -3.6022 -1.7452
C 2.1726 -3.4510 -1.4374
H 2.9846 0.3369 -1.3924
H 3.8490 -1.1131 -0.8582
H 4.7402 0.2398 -1.6198
H 5.3937 -1.8666 -2.6037
H 4.8036 -1.7788 -4.2707
H 4.5396 -4.0533 -3.4621
H 2.9370 -3.3470 -3.7216
H 1.5900 -4.2368 -1.9291
H 1.7983 -2.4690 -1.7380
H 2.0531 -3.5534 -0.3581
C -3.4153 -3.3520 7.1755
O -3.2591 -4.4186 6.2527
C -3.8578 -4.1392 4.9912
C -2.8111 -3.7740 3.9518
O -2.2153 -2.5119 4.2387
C -0.9143 -2.6431 4.7908
H -2.8027 -3.5671 8.0516
H -3.0913 -2.3995 6.7484
H -4.4618 -3.2794 7.4891
H -4.6113 -3.3502 5.0814
H -4.3651 -5.0553 4.6725
H -3.3019 -3.6792 2.9781
H -2.0509 -4.5575 3.8713
H -0.2172 -3.0020 4.0266
H -0.9072 -3.3219 5.6471
H -0.5867 -1.6579 5.1250
*
```



Entry 4:
Computed, not measured: a cluster of 3 separate species, C5H7NO3 in total, with ωB97M-V with the def2-TZVPD basis set.

## Properties
* lowest unoccupied orbital energy: -2.4 eV
* highest occupied orbital energy: -8.0979 eV
* frontier orbital gap: 0.209 hartree

```
! wB97M-V def2-TZVPD RIJCOSX def2/J DEFGRID3
* xyz 0 1
C 2.4500 -0.9752 -0.4573
C 1.4665 -0.1329 0.5496
C -0.0576 0.0305 -0.0089
C -2.2965 -0.3331 -0.0242
C -0.8301 1.2142 -0.0667
H 3.4610 -1.3865 -0.1733
H 2.7755 -0.0441 -1.2621
H 1.7364 -1.7229 -0.7876
H 1.2329 -1.0491 1.4133
H 1.9313 0.8209 1.1668
H -3.8666 -0.9112 -1.2098
H -1.3519 3.1390 1.1876
N -2.1144 1.0456 -0.0767
O -1.0124 -0.9060 0.0893
O -3.3010 -1.2654 0.0019
O -0.2231 2.4763 -0.3420
*
```



Entry 5:
Computed, not measured: a structure of composition C34H52AsBeF6N8, with ωB97M-V with the def2-TZVPD basis set.

## Properties
* lowest unoccupied orbital energy: -6.8 eV
* highest occupied orbital energy: -11.4345 eV
* frontier orbital gap: 0.171 hartree

```
! wB97M-V def2-TZVPD RIJCOSX def2/J DEFGRID3
* xyz 1 1
Be -1.9032 3.7266 1.8847
As -0.1829 0.0296 0.6165
F 1.0085 0.6721 -0.4334
F 0.4457 -1.5730 0.4099
F -1.2452 -0.6035 1.8454
F -0.8146 1.6286 0.9609
F -1.4313 -0.2632 -0.5333
F 1.0468 0.2242 1.8871
N 3.5405 0.4872 -4.2297
C 2.6630 -0.0317 -3.3763
C 1.9680 -1.2057 -3.6215
C 2.0461 -1.7792 -4.8725
C 2.9722 -1.2351 -5.7567
C 3.7540 -0.1590 -5.3713
H 2.5083 0.5868 -2.5041
H 1.3831 -1.6675 -2.8332
H 1.5364 -2.6942 -5.1406
H 3.2530 -1.8035 -6.6356
H 4.4707 0.2375 -6.0791
N -3.6183 2.0009 2.3513
C -4.4265 2.2603 3.3892
C -5.5030 1.4938 3.7338
C -5.7157 0.3080 3.0473
C -4.8135 -0.0484 2.0617
C -3.8125 0.8385 1.7472
H -4.1814 3.1253 3.9935
H -6.1697 1.7762 4.5353
H -6.4613 -0.4046 3.3762
H -4.9225 -0.9988 1.5602
H -3.1570 0.6211 0.9138
C -0.2693 1.9540 -3.0980
C -1.0107 3.0480 -3.8376
C -1.6373 4.1646 -2.9487
C -1.9307 3.7701 -1.5787
N -2.1494 3.4278 -0.5093
H 0.5815 2.2718 -2.5045
H 0.2096 1.3265 -3.8593
H -0.9793 1.2705 -2.6390
H -1.8249 2.5848 -4.3991
H -0.3894 3.5019 -4.6074
H -2.5222 4.6281 -3.3775
H -0.8255 4.8925 -2.8436
C 1.5699 -0.5462 6.1934
C 0.9440 -0.6736 4.8062
C -0.5592 -0.2986 4.7828
C -0.8713 0.9739 4.1623
N -1.1492 1.9829 3.6594
H 1.0636 -1.2549 6.8570
H 1.4885 0.4386 6.6552
H 2.6222 -0.8279 6.1562
H 1.0065 -1.7103 4.4738
H 1.5919 -0.1397 4.1117
H -0.9475 -0.2893 5.8034
H -1.0611 -1.1242 4.2825
C -3.6963 -5.4991 -0.5224
C -2.5038 -4.9180 0.2320
C -2.6544 -3.5899 0.9659
C -3.4853 -3.8193 2.1585
N -4.1309 -3.9942 3.0764
H -3.4656 -6.4978 -0.8799
H -3.9866 -4.7999 -1.3082
H -4.5653 -5.5945 0.1354
H -1.6693 -4.8483 -0.4771
H -2.0949 -5.6845 0.8972
H -3.2056 -2.7933 0.4572
H -1.6586 -3.2226 1.2046
C 5.4825 0.0008 1.9642
C 4.1994 -0.4626 2.6517
C 3.7739 -1.8716 2.2856
C 4.6590 -2.9587 2.7380
N 5.2887 -3.8605 3.0842
H 5.1232 0.1155 0.9267
H 6.3127 -0.6967 1.9200
H 5.7552 1.0212 2.2246
H 3.4344 0.3060 2.5516
H 4.3321 -0.4758 3.7475
H 3.9504 -1.8818 1.1983
H 2.7693 -2.2245 2.5046
C 4.5280 3.5539 -0.9222
C 3.0536 3.5389 -0.5236
C 2.8723 4.3733 0.7305
C 1.5895 4.1714 1.4108
N 0.6041 3.9819 1.9443
H 5.1834 3.0643 -0.1906
H 4.8559 4.5982 -0.9252
H 4.7833 2.9960 -1.8224
H 2.7946 2.5018 -0.3100
H 2.4658 3.9276 -1.3534
H 2.9172 5.4500 0.5321
H 3.6056 4.2596 1.5351
C -0.8281 -1.4555 -4.7502
C -1.5544 -1.8996 -3.4927
C -2.7733 -1.0506 -3.1191
C -3.9442 -1.2605 -3.9734
N -4.8720 -1.3181 -4.6422
H 0.1749 -1.8618 -4.8601
H -0.7897 -0.3656 -4.6987
H -1.3540 -1.7683 -5.6541
H -0.8671 -1.9742 -2.6437
H -1.9764 -2.9125 -3.4438
H -2.6110 0.0339 -3.1573
H -3.0106 -1.2543 -2.0745
*
```



Which value of highest occupied orbital energy does entry 5 give?
-11.4345 eV